# 1
{
  "formula": "C5H10N2O",
  "method": "ωB97M-V/def2-TZVPD",
  "species": ["C", "C", "C", "C", "N", "C", "N", "O", "H", "H", "H", "H", "H", "H", "H", "H", "H", "H"],
  "coordinates": [[2.08570, -0.08147, -1.02574], [1.04295, 0.81752, -0.41811], [1.39552, 2.20544, 0.08185], [-0.14678, 0.33798, -0.14861], [-0.29885, -0.93380, -0.39936], [-1.30063, -1.62213, -0.06863], [-2.54715, -1.14268, 0.58152], [-3.07671, -2.11478, 1.39173], [2.70068, -0.43960, -0.11478], [1.61918, -1.06766, -1.40942], [2.81022, 0.47403, -1.68713], [0.43789, 2.69449, 0.40963], [2.06419, 2.23155, 0.88243], [2.00227, 2.93762, -0.59208], [-0.87095, 1.00771, 0.57834], [-1.28531, -2.75881, -0.14043], [-2.60325, -0.08266, 1.24891], [-4.02898, -2.46275, 0.82987]],
  "forces_ev_per_angstrom": [[1.03, -1.09, 0.93], [2.09, 1.86, -0.35], [-0.72, 1.58, -1.98], [-1.66, 4.21, 2.84], [-2.09, -4.30, -0.63], [-1.44, -0.32, 1.90], [1.33, 3.83, 0.84], [-4.64, -2.45, -2.04], [-0.56, 0.51, -1.29], [0.98, 2.06, 0.12], [-0.91, -0.80, 0.40], [1.04, -0.17, -0.35], [0.92, -0.63, 1.83], [-1.49, -1.42, 0.27], [1.44, -1.69, -2.09], [-0.33, 1.62, -0.12], [0.88, -4.29, -2.89], [4.11, 1.50, 2.60]],
  "lumo_ev": 0.726,
  "total_energy_ha": -381.074717,
  "smiles": "CC(C)=C/N=C\\NO",
  "homo_ha": -0.2948,
  "e_above_lowest_kcal_mol": 132.2
}



# 2
{
  "formula": "C5H10N2O",
  "method": "ωB97M-V/def2-TZVPD",
  "species": ["C", "C", "C", "C", "N", "C", "N", "H", "H", "H", "H", "H", "H", "H", "H", "H", "H", "O"],
  "coordinates": [[-0.98686, -2.06543, 0.27708], [-1.20473, -0.69173, -0.36431], [0.03301, 0.05444, -0.59984], [0.19122, 1.36113, -1.19902], [1.46808, 1.69719, -1.25327], [2.12312, 0.66309, -0.74834], [1.27587, -0.34530, -0.34308], [-0.51391, -1.94623, 1.25613], [-0.40040, -2.72818, -0.36359], [-1.94931, -2.51617, 0.50112], [-1.76177, -0.75673, -1.30296], [-1.81902, -0.05985, 0.29273], [-0.60949, 1.97025, -1.61142], [3.19004, 0.59037, -0.61828], [1.50300, -1.24456, 0.07454], [0.18947, 2.14087, 2.67958], [-0.32066, 2.19242, 1.25384], [-0.40764, 1.68443, 2.06909]],
  "forces_ev_per_angstrom": [[-0.12, 0.39, 0.23], [0.10, -0.40, 0.50], [-0.48, -0.04, -0.27], [-0.23, 0.23, -0.30], [0.02, 0.13, -0.16], [0.32, -0.28, 0.41], [-0.13, -0.19, 0.05], [0.18, -0.05, -0.13], [-0.13, -0.03, 0.10], [-0.02, -0.17, -0.25], [0.02, 0.05, -0.11], [-0.01, 0.01, -0.05], [0.19, -0.04, 0.18], [0.10, 0.04, -0.07], [0.17, 0.30, -0.07], [-0.21, -0.15, 0.03], [-0.13, 0.20, 0.20], [0.37, 0.00, -0.30]],
  "lumo_ev": [-3.481, -7.600],
  "charge": 1,
  "spin_multiplicity": 2,
  "total_energy_ha": -380.979732,
  "homo_ha": [-0.5457, -0.5669],
  "e_above_lowest_kcal_mol": 0.0
}



# 3
{
  "formula": "C5H10N2O2",
  "method": "ωB97M-V/def2-TZVPD",
  "species": ["C", "C", "O", "N", "C", "C", "C", "N", "O", "H", "H", "H", "H", "H", "H", "H", "H", "H", "H"],
  "coordinates": [[-0.72108, 0.92352, -1.55242], [-0.16324, 1.64964, -0.35566], [-0.41419, 2.80915, -0.10525], [0.70066, 0.95741, 0.44667], [0.76570, -0.47984, 0.63385], [1.52426, -1.21924, -0.46755], [-0.64342, -1.07471, 0.82162], [-1.45812, -0.31945, 1.59467], [-0.97899, -2.13701, 0.35355], [-1.13641, -0.04870, -1.29453], [0.09398, 0.77997, -2.27555], [-1.50075, 1.53229, -1.98295], [1.11086, 1.52499, 1.17282], [1.29742, -0.65064, 1.58187], [1.72008, -2.25265, -0.13088], [0.96016, -1.26342, -1.37559], [2.47691, -0.72433, -0.65429], [-1.22193, 0.61744, 1.86683], [-2.41190, -0.62443, 1.72278]],
  "forces_ev_per_angstrom": [[0.26, -0.03, -0.01], [-0.04, -0.11, -0.01], [-0.08, 0.37, -0.14], [0.40, 0.00, 0.45], [0.11, -0.39, -0.39], [0.40, -0.46, 0.90], [0.29, 0.20, 0.32], [-0.51, 0.05, 0.21], [0.00, -0.32, -0.16], [0.06, -0.07, -0.06], [-0.29, 0.00, 0.12], [-0.12, 0.17, -0.16], [-0.11, 0.08, -0.04], [-0.17, 0.12, -0.20], [-0.11, 0.43, -0.27], [-0.32, -0.06, -0.52], [-0.01, 0.01, 0.03], [0.05, 0.01, -0.03], [0.18, 0.00, -0.03]],
  "lumo_ev": 0.700,
  "total_energy_ha": -456.554200,
  "smiles": "CC(=O)N[C@H](C)C(N)=O",
  "homo_ha": -0.3550,
  "e_above_lowest_kcal_mol": 0.0
}



# 4
{
  "formula": "C5H10N2O2",
  "method": "ωB97M-V/def2-TZVPD",
  "species": ["H", "N", "C", "O", "C", "N", "C", "C", "C", "O", "H", "H", "H", "H", "H", "H", "H", "H", "H"],
  "coordinates": [[1.31545, -0.81809, 1.09222], [1.08720, 0.18750, 1.66596], [-0.02446, 0.25530, 0.95051], [-0.90289, 1.26848, 0.93530], [-0.59351, 2.32091, 1.76869], [-0.51945, -0.80597, 0.17137], [-1.36478, -0.96697, -0.94323], [-0.08745, -1.71276, -0.87020], [0.99039, -1.15440, -1.81090], [1.13324, 0.23319, -1.67014], [0.07651, 1.85529, 2.54827], [-0.18314, 3.19145, 0.94155], [-1.54579, 2.90329, 2.17718], [-1.30327, -0.09895, -1.69108], [-2.17713, -1.66454, -0.61290], [0.11328, -2.83122, -0.70838], [2.10570, -1.60223, -1.65664], [0.88110, -1.47367, -2.87473], [1.37919, 0.40209, -0.76732]],
  "forces_ev_per_angstrom": [[0.57, 2.82, 2.94], [-1.46, -3.46, -4.38], [0.34, -0.61, 0.11], [-0.87, -1.75, -0.67], [0.07, 4.05, -0.67], [0.65, -0.16, 1.45], [-0.81, -0.05, -0.29], [2.56, -0.41, -0.39], [3.47, -1.29, -0.01], [-0.64, 0.16, -1.41], [-0.40, 1.73, -0.53], [-0.18, -2.16, 2.90], [1.77, -1.92, -0.63], [-1.00, -1.54, 0.97], [-0.23, 1.50, -1.25], [-1.05, 1.68, 0.20], [-2.49, 0.42, 0.39], [-0.69, 0.72, 0.66], [0.40, 0.27, 0.61]],
  "lumo_ev": 0.865,
  "total_energy_ha": -456.347270,
  "smiles": "[H]/N=C(/OC)N1C[C@H]1CO",
  "homo_ha": -0.3389,
  "e_above_lowest_kcal_mol": 129.9
}



| no. | molar mass (g/mol) |
| --- | --- |
| 1 | 114.1 |
| 2 | 114.1 |
| 3 | 130.1 |
| 4 | 130.1 |